No. 1
DFT (the ωB97M-V functional and the def2-TZVPD basis) results for a cluster of 6 separate species, H12O6 in total at a distorted geometry.

As for the SMILES: O.O.O.O.O.O. For the frontier orbital gap, the calculation gives 10.8 eV. For the HOMO energy, the calculation gives -10.925 eV. The value obtained for the energy above the lowest of the compared OMol25 structures with the same formula, charge and spin is 236.3 kJ/mol. Its total charge is 0.

Element x y z (Å)
1 O 5.0251 -1.9706 -1.3849
2 O 1.5804 4.2435 1.3201
3 O 0.3560 0.0040 -0.1445
4 O -1.1865 1.3348 -1.1815
5 O -5.0886 -1.1794 -0.5325
6 O 0.0591 -2.2613 2.9642
7 H 0.8548 -2.5116 2.4813
8 H -0.6376 -2.7889 2.5577
9 H 0.8669 3.7512 0.8988
10 H -4.3937 -0.5163 -0.6129
11 H 4.1908 -1.8837 -0.9101
12 H 2.2923 4.2268 0.6704
13 H 5.3598 -2.8332 -1.1149
14 H -1.1168 0.9417 -2.0587
15 H 0.1384 0.0236 -1.0832
16 H -0.4234 0.3745 0.2847
17 H -2.0229 1.8132 -1.2046
18 H -5.8543 -0.7684 -0.9494

No. 2
DFT (the ωB97M-V functional and the def2-TZVPD basis) results for a cluster of 6 separate species, H12O6 in total.

As for the SMILES: O.O.O.O.O.O. For the frontier orbital gap, the calculation gives 10.9 eV. For the HOMO energy, the calculation gives -10.792 eV. The value obtained for the energy above the lowest of the compared OMol25 structures with the same formula, charge and spin is 116.7 kJ/mol. Its total charge is 0.

Element x y z (Å)
1 O 2.9259 -0.5290 2.9872
2 O -0.0398 0.1803 -0.4200
3 O 3.1064 0.0304 0.1271
4 O -2.3475 -1.2335 0.4698
5 O -3.0166 2.1548 -0.1556
6 O -0.5344 -0.5573 -3.1708
7 H 3.8237 -0.5730 -0.0958
8 H -0.3726 -0.4293 -2.2216
9 H 2.0077 -0.5116 3.2699
10 H -2.8210 -0.6459 1.0677
11 H -0.6285 -0.3952 0.0935
12 H -3.5889 1.8276 0.5437
13 H -2.9946 -1.5028 -0.1913
14 H 2.9105 -0.3162 2.0409
15 H -2.7156 1.3758 -0.6371
16 H 3.3641 0.8778 -0.2517
17 H 0.2049 -0.1205 -3.6010
18 H 0.7161 0.3675 0.1451

No. 3
DFT (the ωB97M-V functional and the def2-TZVPD basis) results for a cluster of 6 separate species, H12O6 in total.

As for the SMILES: O.O.O.O.O.O. For the frontier orbital gap, the calculation gives 11.2 eV. For the HOMO energy, the calculation gives -11.073 eV. The value obtained for the energy above the lowest of the compared OMol25 structures with the same formula, charge and spin is 116.4 kJ/mol. Its total charge is 0.

Element x y z (Å)
1 O 1.8793 -0.4134 -3.5070
2 O -2.3965 1.6921 1.2597
3 O 3.2301 0.9225 -1.0229
4 O -0.8403 -0.8518 2.5055
5 O 0.0412 0.2445 0.0341
6 O -2.4292 -1.9286 0.2012
7 H -2.8251 0.9881 1.7498
8 H 0.3512 -0.2852 0.7828
9 H -2.7026 -1.4375 -0.5807
10 H 0.7978 0.2924 -0.5645
11 H 2.2245 -0.5884 -2.6223
12 H 3.0716 1.2589 -0.1318
13 H -1.5783 1.3063 0.8925
14 H 2.2705 0.4293 -3.7564
15 H -1.4880 -0.2329 2.8549
16 H 3.1730 1.7017 -1.5890
17 H -1.7137 -1.3989 0.5822
18 H -1.0656 -1.6991 2.9117

No. 4
DFT (the ωB97M-V functional and the def2-TZVPD basis) results for a cluster of 6 separate species, H12O6 in total at a distorted geometry.

As for the SMILES: O.O.O.O.O.O. For the frontier orbital gap, the calculation gives 11.9 eV. For the HOMO energy, the calculation gives -11.563 eV. The value obtained for the energy above the lowest of the compared OMol25 structures with the same formula, charge and spin is 97.8 kJ/mol. Its total charge is 0.

Element x y z (Å)
1 O 0.3379 1.9450 -1.6069
2 O -1.3377 -0.5905 -0.6615
3 O 0.8200 -1.9722 1.1144
4 O 1.0801 1.2429 1.1612
5 O 0.9542 -1.2332 -2.2761
6 O -1.6141 0.7776 2.0877
7 H -0.7206 1.1508 2.0815
8 H -2.2060 1.5305 2.0776
9 H 0.7920 2.2320 -0.8183
10 H -0.1113 -1.8851 1.3237
11 H -0.0195 -1.1643 -2.3289
12 H -0.8237 0.2372 -0.6107
13 H 0.7732 -1.9613 0.1245
14 H 1.1368 -2.1798 -2.2305
15 H 1.1200 0.6798 1.9530
16 H 0.7723 1.1114 -1.8984
17 H 1.0846 0.4787 0.5449
18 H -2.0380 -0.3994 -0.0372